[1]
# C5H9NO2

The molecule C5H9NO2 at a distorted geometry (ωB97M-V with the def2-TZVPD basis set, the Open Molecules 2025 dataset).

Electronic energy   -10913.9552 eV
Maximum force   5.0 eV/Å
SMILES   C[C@@H]1[C@@H](O)[C@H]1C(N)=O
Lowest unoccupied orbital energy   0.78 eV

```
17
C5H9NO2 ωB97M-V with the def2-TZVPD basis set
C -0.5965 -0.0055 0.1483
H 2.2251 2.1363 -0.3199
H 1.1291 2.1337 -1.9292
H -0.4429 0.0808 -2.1196
C -0.0909 -0.4702 -1.2412
H 1.6403 0.1726 0.2423
H -1.8008 -0.1801 2.2446
O -0.2047 -2.2517 0.7511
H -1.3143 -1.7197 2.8526
N -1.4597 -1.1004 2.1351
H 0.5223 2.8992 -0.4290
C 1.1529 2.0194 -0.8108
C -0.6908 -1.1821 1.0518
H 0.2027 -1.9820 -0.7173
H -1.4755 0.6476 0.1381
O 0.4238 -1.6712 -1.5839
C 0.7801 0.4733 -0.4129
```

***

[2]
# C5H9NO2

A structure of composition C5H9NO2 at a distorted geometry (ωB97M-V with the def2-TZVPD basis set, the Open Molecules 2025 dataset).

Electronic energy   -10913.8611 eV
Maximum force   2.2 eV/Å
Lowest unoccupied orbital energy   0.87 eV

```
17
C5H9NO2 ωB97M-V with the def2-TZVPD basis set
O -2.5929 -1.0473 -0.5061
H -1.1104 1.4443 -0.0166
H 1.5524 -1.3596 1.6040
H 0.6039 -2.1448 0.3308
N -2.2709 0.9209 0.8034
C 0.7713 -1.2039 0.8609
H 0.7412 0.5983 -2.0986
H -3.0570 1.1055 1.4054
H -0.1505 -0.9592 1.3925
H -0.1484 -0.8641 -1.6639
C 1.1439 -0.1136 -0.1029
C 0.2246 0.0900 -1.2801
H 2.8942 0.5198 0.8892
C -2.2941 0.0139 -0.0935
O -0.9500 0.8566 -0.9753
C 2.2058 0.6686 0.0679
H 2.4369 1.4746 -0.6171
```